C14H27Cl10Cu2NO4 | ωB97M-V/def2-TZVPD

Each line ends with the Mulliken charge.
CARTESIAN COORDINATES (ANGSTROEM)
Cu 2.207 2.192 -0.914  0.4346
Cu -0.692 3.065 2.139  0.4038
C 0.247 1.151 0.573  1.3532
O 0.510 2.442 0.457  -0.9432
O -0.398 0.707 1.594  -0.7586
O 0.760 0.455 -0.419  -0.1068
C 0.137 -2.877 0.890  0.1941
O 0.691 -3.186 1.915  -0.6913
N -0.344 -3.746 -0.002  0.2513
C -0.917 -3.287 -1.255  -0.5871
C -0.283 -5.166 0.209  -1.0408
H -0.038 -1.826 0.622  0.3152
H -0.905 -2.190 -1.267  -0.2767
H -1.986 -3.532 -1.253  0.3388
H -0.403 -3.643 -2.146  0.3553
H 0.252 -5.341 1.138  0.3319
H -1.294 -5.582 0.311  0.3233
H 0.155 -5.681 -0.647  0.2994
Cl 4.774 -2.738 -1.079  -0.2014
C 3.050 -2.299 -0.975  0.5309
C 2.423 -1.782 -2.237  0.3507
Cl 2.462 -3.028 -3.508  -0.1918
H 2.989 -1.521 -0.216  -0.5496
H 2.547 -3.195 -0.632  0.1024
H 2.895 -0.879 -2.629  0.3893
H 1.400 -1.465 -2.045  -0.4803
Cl 4.390 -0.826 2.301  -0.1940
C 2.801 -0.040 2.492  0.7724
C 2.084 -0.613 3.695  -0.3263
Cl 2.537 0.217 5.222  -0.2299
H 2.174 -0.228 1.618  -0.8836
H 2.938 1.039 2.527  0.3152
H 2.387 -1.643 3.809  0.3815
H 1.010 -0.538 3.594  0.0748
Cl -1.286 5.523 -1.575  -0.1615
C 0.318 5.658 -0.822  0.0205
C 0.591 7.053 -0.328  -0.4908
Cl 0.904 8.232 -1.633  -0.1828
H 1.103 5.339 -1.513  0.2440
H 0.423 4.920 -0.021  -0.1189
H 1.491 7.040 0.282  0.3257
H -0.263 7.450 0.208  0.3273
Cl -2.660 -0.232 -3.918  -0.2093
C -1.808 0.213 -2.424  0.8698
C -1.922 1.671 -2.052  0.5528
Cl -3.592 2.266 -1.929  -0.1963
H -0.763 -0.085 -2.457  -0.1062
H -2.266 -0.413 -1.654  -0.4845
H -1.384 2.240 -2.810  0.4084
H -1.476 1.846 -1.077  -0.8147
Cl -4.175 -2.122 0.279  -0.1837
C -3.036 -0.993 1.058  0.6119
C -3.698 0.325 1.384  0.0174
Cl -5.165 0.139 2.387  -0.2083
H -2.228 -0.767 0.367  -0.8227
H -2.644 -1.483 1.942  0.4354
H -4.043 0.834 0.490  0.0904
H -2.977 0.931 1.931  0.0194

Results
Lowest unoccupied orbital energy, eV: -2.49

=====

C4H10NS | ωB97M-V/def2-TZVPD

Each line ends with the Mulliken charge.
CARTESIAN COORDINATES (ANGSTROEM)
C -0.593 0.629 -0.891  0.3856
C 0.322 0.748 -1.922  -0.8713
C 1.314 -0.460 0.832  -1.4742
C -0.065 -0.810 0.452  0.2705
N -1.105 -0.636 1.391  -0.6348
S -1.713 1.635 -0.368  -0.1553
H 1.335 0.651 -1.452  0.2601
H 0.056 0.058 -2.798  0.2989
H 0.322 1.761 -2.426  0.3869
H 1.456 -0.832 1.841  0.3826
H 1.548 0.573 0.833  0.4187
H 2.004 -0.860 0.160  0.4293
H -0.051 -1.618 -0.252  0.4079
H -1.822 -1.301 1.282  0.2682
H -2.041 0.773 0.870  0.2982
H -0.967 -0.310 2.448  0.3287

Results
Charge: +1
Lowest unoccupied orbital energy, eV: -4.84
ΔE to the lowest compared entry with this formula, charge and spin, kcal/mol: 69.3

=====

C25H21BrF5MoO3S | ωB97M-V/def2-TZVPD

Each line ends with the Mulliken charge.
CARTESIAN COORDINATES (ANGSTROEM)
Mo 0.686 -0.206 -0.139  0.5848
F -4.816 -3.933 0.236  -0.2707
C -3.598 -3.547 -0.096  0.7464
C -3.090 -2.355 0.401  -0.2282
F -3.801 -1.587 1.209  -0.2731
C -1.816 -2.010 0.017  0.1545
F -1.291 -0.809 0.516  -0.3312
C -1.009 -2.742 -0.817  0.4565
S 0.613 -2.169 -1.267  -0.2001
C -1.544 -3.929 -1.295  0.3346
F -0.829 -4.697 -2.107  -0.3113
C -2.824 -4.330 -0.941  0.1377
F -3.315 -5.463 -1.411  -0.2518
C -2.865 1.538 -1.850  -1.2556
C -1.993 1.807 -3.080  0.3256
C -1.594 0.510 -3.788  -1.3000
C -0.795 2.678 -2.758  -0.1340
C -0.638 3.934 -3.338  -0.9881
C 0.458 4.733 -3.054  -1.1977
C 1.433 4.297 -2.168  -1.0537
C 1.321 3.058 -1.555  0.1596
C 2.345 2.584 -0.552  0.2590
C 3.036 1.261 -0.908  -1.1504
C 1.780 2.621 0.874  -1.2819
C 0.206 2.291 -1.876  1.4114
O 0.146 1.021 -1.321  0.2743
H -3.774 1.012 -2.146  0.4648
H -3.159 2.468 -1.362  0.3592
H -2.349 0.922 -1.111  0.0153
H -2.598 2.391 -3.777  0.5528
H -0.940 -0.107 -3.170  0.0941
H -1.072 0.717 -4.723  0.3751
H -2.484 -0.075 -4.022  0.4302
H -1.396 4.284 -4.027  0.4429
H 0.557 5.700 -3.529  0.4060
H 2.288 4.925 -1.949  0.4612
H 3.152 3.320 -0.582  0.5923
H 2.480 0.294 -0.763  0.4936
H 3.904 1.099 -0.270  0.4889
H 3.335 1.210 -1.953  0.3480
H 0.919 1.957 1.041  0.2792
H 1.414 3.617 1.115  0.4134
H 2.536 2.339 1.608  0.4157
Br 2.398 -4.784 6.848  -0.1372
C 1.942 -3.469 5.582  0.0790
C 2.651 -3.400 4.390  -0.6417
C 2.311 -2.437 3.458  -0.2991
C 1.276 -1.545 3.727  0.1953
C 0.579 -1.618 4.932  -0.4792
C 0.907 -2.586 5.861  -0.5338
C 0.886 -0.499 2.771  0.9018
O 0.122 0.406 2.962  -0.5628
O 1.451 -0.654 1.509  -0.5172
H 3.455 -4.096 4.198  0.4481
H 2.849 -2.379 2.522  0.3982
H -0.215 -0.910 5.130  0.4585
H 0.371 -2.658 6.797  0.4405

Results
Charge: +1
Lowest unoccupied orbital energy, eV: -4.93

=====

Orbital gap, respectively: 6.8, 9.2, 6.8 eV.